{"formula": "C4H8O3S", "method": "ωB97M-V with the def2-TZVPD basis set", "symbols": ["C", "S", "O", "O", "C", "O", "C", "C", "H", "H", "H", "H", "H", "H", "H", "H"], "xyz": [[1.30, -0.24, 1.64], [1.29, -0.08, -0.21], [1.69, 1.18, -0.61], [2.01, -1.17, -0.83], [-0.49, -0.22, -0.57], [-0.65, -1.73, -0.72], [-1.46, 0.65, 0.18], [-1.26, 0.79, -1.30], [2.03, 0.33, 2.05], [0.27, 0.22, 1.83], [1.25, -1.24, 1.99], [0.11, -2.13, -1.14], [-0.98, 1.47, 0.79], [-2.30, 0.21, 0.56], [-2.06, 0.33, -1.97], [-0.76, 1.63, -1.71]], "nbo_charge": [-0.836, 2.177, -0.953, -0.952, -0.023, -0.731, -0.432, -0.427, 0.239, 0.233, 0.248, 0.501, 0.229, 0.237, 0.242, 0.247], "homo_ev": -10.5, "smiles": "CS(=O)(=O)C1(O)CC1", "gap_ev": 11.2, "largest_force_ev_per_a": 4.787}


{"formula": "C5H9NO", "method": "ωB97M-V with the def2-TZVPD basis set", "symbols": ["C", "C", "C", "N", "C", "C", "O", "H", "H", "H", "H", "H", "H", "H", "H", "H"], "xyz": [[1.99, -0.33, 0.34], [0.95, 0.52, -0.37], [-0.14, -0.20, -1.18], [-1.18, 0.51, -0.41], [-2.09, -0.27, 0.42], [-0.21, 1.08, 0.44], [-0.35, 1.68, 1.47], [1.55, -1.20, 0.85], [2.53, 0.26, 1.09], [2.71, -0.71, -0.39], [1.42, 1.34, -0.92], [-0.15, 0.01, -2.26], [-0.18, -1.29, -1.03], [-1.51, -0.58, 1.30], [-2.92, 0.34, 0.75], [-2.43, -1.16, -0.11]], "nbo_charge": [-0.602, -0.335, -0.214, -0.445, -0.420, 0.704, -0.563, 0.208, 0.227, 0.215, 0.229, 0.201, 0.186, 0.184, 0.220, 0.203], "homo_ev": -9.4, "smiles": "C[C@H]1CN(C)C1=O", "gap_ev": 10.3, "largest_force_ev_per_a": 0.604}


{"formula": "C5H12N2O2", "method": "ωB97M-V with the def2-TZVPD basis set", "symbols": ["C", "C", "C", "C", "O", "H", "H", "H", "H", "H", "H", "H", "H", "N", "C", "N", "O", "H", "H", "H", "H"], "xyz": [[-1.99, 0.48, -1.34], [-1.11, 0.42, -0.14], [-0.38, -0.72, 0.25], [-0.38, -1.19, 1.69], [-0.33, -1.76, -0.68], [-2.97, 0.08, -1.06], [-2.13, 1.50, -1.68], [-1.60, -0.15, -2.14], [-1.33, 1.15, 0.64], [0.60, -1.60, 1.94], [-0.59, -0.38, 2.39], [-1.10, -1.99, 1.83], [0.62, -1.88, -0.87], [2.09, 0.78, 0.95], [1.48, 0.19, -0.18], [0.82, 1.26, -0.97], [2.07, -0.73, -0.78], [1.46, 1.28, 1.56], [2.67, 0.11, 1.44], [0.81, 0.98, -1.95], [1.29, 2.16, -0.89]], "nbo_charge": [-0.672, 0.044, 0.088, -0.632, -0.743, 0.238, 0.217, 0.241, 0.196, 0.205, 0.203, 0.223, 0.500, -0.840, 0.769, -0.893, -0.682, 0.377, 0.391, 0.388, 0.382], "homo_ev": -7.9, "smiles": "C/C=C(/C)O.NC(N)=O", "gap_ev": 8.3, "largest_force_ev_per_a": 3.121}


{"formula": "C3H9InO4P", "method": "ωB97M-V with the def2-TZVPD basis set", "symbols": ["In", "C", "O", "P", "O", "O", "C", "O", "C", "H", "H", "H", "H", "H", "H", "H", "H", "H"], "xyz": [[1.76, -4.35, 1.30], [1.91, 1.11, 1.67], [1.29, 1.02, 0.42], [0.42, -0.31, 0.07], [1.07, -1.56, 0.51], [0.27, -0.08, -1.51], [-0.69, -0.86, -2.19], [-1.06, 0.00, 0.70], [-1.91, 0.96, 0.10], [1.41, 1.85, 2.30], [2.98, 1.32, 1.64], [1.92, 0.24, 2.32], [-1.29, -1.51, -1.56], [-0.19, -1.49, -2.94], [-1.33, -0.12, -2.67], [-2.83, 0.50, -0.25], [-1.55, 1.55, -0.74], [-2.18, 1.72, 0.84]], "nbo_charge": [1.091, -0.303, -0.458, 2.523, -0.889, -0.549, -0.284, -0.513, -0.304, 0.334, 0.352, 0.237, 0.219, 0.320, 0.309, 0.340, 0.246, 0.330], "homo_ev": -22.6, "total_charge": 3, "gap_ev": 2.9, "largest_force_ev_per_a": 2.066}


{"formula": "C3H3Br2F2I", "method": "ωB97M-V with the def2-TZVPD basis set", "symbols": ["C", "C", "C", "F", "F", "Br", "Br", "I", "H", "H", "H"], "xyz": [[0.61, 0.21, 0.27], [-0.32, 0.86, -0.68], [-2.86, -1.18, -0.14], [-2.54, -1.98, 0.85], [-3.23, -1.86, -1.25], [2.41, 0.91, 0.52], [-1.39, 2.27, -0.34], [-4.23, 0.33, 0.34], [0.65, -0.87, -0.05], [0.10, 0.21, 1.34], [-0.66, 0.32, -1.62]], "nbo_charge": [-0.556, -0.308, 0.532, -0.318, -0.341, 0.012, 0.151, 0.127, 0.244, 0.240, 0.217], "homo_ev": [-9.1, -8.3], "gap_ev": [8.4, 7.2], "largest_force_ev_per_a": 3.227}


{"formula": "C3H6OS4", "method": "ωB97M-V with the def2-TZVPD basis set", "symbols": ["O", "C", "C", "S", "C", "S", "S", "S", "H", "H", "H", "H", "H", "H"], "xyz": [[2.07, -0.36, -1.61], [2.10, -0.26, -0.24], [0.79, -0.48, 0.53], [0.33, -2.19, 0.29], [-0.21, 0.57, 0.18], [-1.91, 0.34, 1.03], [3.58, -0.44, 0.77], [2.74, 1.37, 0.31], [2.64, -0.92, -2.12], [1.15, -0.43, 1.63], [-1.07, -1.97, 0.64], [0.06, 1.58, 0.57], [-0.31, 0.61, -0.95], [-1.58, 0.34, 2.32]], "nbo_charge": [-0.723, 0.050, -0.442, -0.056, -0.505, -0.059, 0.118, 0.054, 0.512, 0.250, 0.170, 0.247, 0.255, 0.129], "homo_ev": -8.5, "smiles": "OC1([C@H](S)CS)SS1", "gap_ev": 8.5, "largest_force_ev_per_a": 2.767}